Below is a cluster of 13 separate species, C52H77F15O32 in total, with properties calculated with ωB97M-V with the def2-TZVPD basis set.

XYZ file:
```
176
Properties=species:S:1:pos:R:3:forces:R:3
O -3.00690 18.40760 21.90516 0.78 0.53 -0.26
C -3.13522 17.39052 22.51864 -1.47 -1.75 0.59
O -4.27101 17.11866 23.24794 0.88 0.02 0.09
C -5.11051 18.23341 23.56296 -0.80 0.83 -0.14
C -6.53718 18.04493 23.03769 0.43 -0.27 -0.06
C -2.15504 16.21647 22.57461 -0.01 1.47 -0.13
H -4.66595 19.11316 23.07960 -0.15 -0.07 0.54
H -5.19117 18.35699 24.66457 0.58 -0.23 -0.63
H -6.80385 17.00168 23.09614 -0.26 -0.37 0.25
H -6.67821 18.33796 22.01886 0.39 0.09 -0.91
H -7.26546 18.65190 23.55260 -0.07 0.08 0.67
H -2.54284 15.22246 22.47780 -0.65 -0.31 -0.04
H -1.61571 16.29011 23.50159 0.03 -0.06 0.75
H -1.40210 16.40745 21.83674 0.30 -0.10 -0.71
O -2.31764 12.39921 25.37456 0.76 0.18 -0.23
C -3.46888 12.67945 25.61010 0.20 0.77 0.00
O -4.33913 11.76303 25.95383 -0.20 -0.65 -0.22
C -3.77493 10.41997 26.04145 0.02 1.18 0.81
C -4.95826 9.55538 26.05677 0.22 -2.11 -0.93
C -4.01597 14.06637 25.56271 0.35 0.62 0.22
H -3.22415 10.43409 26.98497 0.07 -0.38 -0.01
H -3.06893 10.19325 25.25472 -0.11 0.27 -0.24
H -4.59314 8.50515 26.15732 -0.51 0.52 -0.44
H -5.57233 9.71243 25.15604 0.36 -0.33 0.21
H -5.57067 9.71776 26.89352 -0.85 0.45 1.21
H -4.71320 14.30331 26.35560 -0.07 -0.31 0.48
H -4.60949 14.19806 24.66616 0.29 0.10 -0.48
H -3.16820 14.76991 25.64137 -0.49 -0.21 -0.37
C 6.75001 11.45096 21.13503 1.35 -0.02 -0.73
C 6.31508 12.70667 21.83957 -0.28 0.84 -0.40
O 7.28773 13.03670 22.83821 -0.14 0.50 0.57
C 7.04851 14.11348 23.59273 2.91 -1.38 -0.29
O 6.18670 14.91290 23.57715 -1.66 0.58 -0.39
C 8.28408 14.28572 24.52978 -1.06 -0.93 0.70
F 8.92017 13.14925 24.78320 0.42 -0.77 -0.41
F 9.15426 15.14429 24.06328 0.39 0.82 -0.39
F 7.81703 14.67173 25.70988 -0.19 0.94 0.62
H 7.82414 11.45759 20.80729 -0.87 0.46 0.30
H 6.17337 11.28610 20.22222 -0.19 -0.04 0.27
H 6.69038 10.59508 21.78949 -0.38 -0.30 0.20
H 5.38631 12.55192 22.37747 -0.36 -0.05 -0.16
H 6.21675 13.61068 21.19493 -0.06 -0.79 0.15
C 2.48773 7.65619 19.48313 0.70 0.77 0.47
C 2.68635 6.84438 20.73444 -0.45 2.41 0.67
O 2.04940 7.63002 21.87257 0.08 -0.58 -0.54
C 2.74441 8.56599 22.48718 -0.35 -0.10 -0.49
O 3.89881 8.84468 22.34309 0.35 0.08 -0.21
C 1.88246 9.33926 23.52615 0.39 -0.56 0.60
F 2.58650 9.35206 24.66864 0.18 0.12 0.19
F 1.63340 10.60332 23.19656 0.10 0.16 -0.44
F 0.74295 8.73502 23.78592 -0.53 -0.23 -0.10
H 3.01278 8.62162 19.65167 -0.41 -0.46 -0.43
H 1.44022 7.83026 19.27340 -0.14 0.00 -0.15
H 2.98221 7.12498 18.67612 -0.08 0.04 -0.32
H 3.75042 6.83928 20.93753 0.02 -0.87 0.29
H 2.10572 5.94878 20.67786 0.22 -0.75 0.49
C 1.28237 11.48680 19.64531 0.02 -0.42 -0.72
C -0.09077 11.96349 20.03113 -0.41 0.37 -1.10
O -0.83690 10.95570 20.73975 -0.05 0.48 0.31
C -1.85967 11.46105 21.45651 1.25 -2.38 -0.07
O -2.31016 12.54411 21.44103 -0.37 1.73 -0.21
C -2.37175 10.32795 22.37242 -0.84 0.99 -1.87
F -2.60648 9.25093 21.60550 -0.25 -0.34 0.21
F -1.51288 10.00922 23.28944 0.85 -0.37 1.19
F -3.50145 10.75067 22.90655 -0.52 -0.35 0.51
H 1.22873 10.63963 18.89142 0.21 0.63 1.31
H 1.79139 11.30876 20.60069 0.30 -0.63 -0.56
H 1.84520 12.28785 19.12684 -0.45 -0.28 0.53
H -0.69099 12.31147 19.18822 0.03 -0.24 -0.15
H -0.02686 12.80795 20.67296 0.22 0.83 0.69
C 7.23577 9.72283 25.27743 0.41 -0.13 -1.71
C 5.73116 9.43619 25.25867 1.86 -1.17 -2.58
O 5.17536 10.05239 26.34882 -1.28 0.86 1.22
C 4.49998 11.17166 26.17829 -1.32 -1.07 1.27
O 4.28456 11.76228 25.16968 0.17 0.54 -0.54
C 3.89187 11.57409 27.58021 -0.86 0.92 -1.86
F 4.22849 12.85920 27.66357 -0.22 0.38 0.72
F 2.53014 11.45314 27.67692 1.10 0.11 -0.67
F 4.38890 10.88250 28.54616 0.78 -0.58 1.33
H 7.82030 9.01072 25.81333 0.23 -0.16 1.30
H 7.52006 10.77669 25.47143 -0.38 -0.66 0.17
H 7.61341 9.49522 24.26886 -0.18 0.36 -0.10
H 5.53088 8.32939 25.39326 0.15 1.30 -0.47
H 5.39687 9.82049 24.23549 -0.41 -0.59 1.71
C 4.34874 16.15364 26.12439 1.20 0.92 0.25
C 3.89807 17.36127 25.31290 0.04 0.58 1.25
O 3.97471 17.20356 23.87398 -0.74 -0.32 0.79
C 5.08617 17.57263 23.30601 2.71 0.90 -0.49
O 6.13294 17.96484 23.78795 -1.87 -0.56 -0.33
C 4.89458 17.49617 21.76020 2.84 -0.49 1.22
F 3.99724 18.35944 21.40504 -1.23 1.09 -1.02
F 6.06869 17.73189 21.09542 -1.13 0.20 0.61
F 4.54013 16.27461 21.43457 -0.83 -1.05 -0.67
H 3.73096 15.29891 25.94846 -0.45 -0.57 -0.18
H 4.25035 16.42093 27.20616 0.15 -0.24 -0.84
H 5.39991 15.89980 25.89096 -0.52 0.09 0.27
H 4.43382 18.29551 25.56648 0.06 -0.66 -0.08
H 2.86319 17.54055 25.60561 -0.24 0.01 -0.72
C -2.26550 14.07336 28.95924 -1.92 -1.96 -0.33
C -1.06963 13.17243 28.68381 0.69 1.60 -0.06
C -0.35220 13.62658 27.35567 -1.52 0.67 -0.45
O 1.01234 13.94088 27.71967 -1.69 -0.28 -1.22
C 1.13368 13.77024 29.01813 2.05 -0.25 1.41
O 2.20307 13.84069 29.56481 -0.50 0.27 0.12
O 0.00341 13.47416 29.65695 -1.34 -0.84 -0.56
H -3.04134 13.91426 28.17944 0.58 -0.16 0.10
H -1.94190 15.02556 28.79595 0.77 2.92 -0.16
H -2.88993 14.05142 29.87810 1.14 -0.55 -0.09
H -1.38353 12.14791 28.69137 0.50 -0.77 0.27
H -0.90048 14.53316 27.00639 0.84 -0.26 0.28
H -0.42797 12.96238 26.48411 0.43 -0.28 0.77
C -3.73790 15.17495 18.54666 -1.46 2.18 -1.58
C -4.84190 14.48093 19.32350 0.63 -0.88 -1.83
C -4.95923 12.93767 19.21873 -0.35 1.16 1.04
O -5.29958 12.61505 20.58115 -0.72 0.03 0.25
C -5.05666 13.68696 21.38568 0.90 -2.66 0.25
O -5.13272 13.63454 22.57166 -0.52 0.42 0.32
O -4.51598 14.63622 20.67383 0.25 2.00 0.85
H -3.97889 15.40054 17.44906 0.10 -0.94 1.40
H -2.75370 14.75313 18.60339 0.31 -0.38 0.31
H -3.76672 16.21290 18.94522 0.56 -0.54 0.06
H -5.79622 14.97427 19.15904 -0.21 0.02 -0.22
H -4.02231 12.49469 18.98764 0.79 -0.39 -0.27
H -5.73382 12.54974 18.58653 -0.28 0.05 -0.43
C 0.92212 12.98487 16.52409 0.63 0.88 -0.89
C -0.32314 13.78378 16.20628 0.32 -0.39 0.72
C -0.82667 13.65414 14.80727 -1.37 -0.57 -0.18
O -2.24528 13.34445 14.93049 1.05 0.42 -0.28
C -2.46317 13.07394 16.20665 -0.56 0.49 -0.06
O -3.50680 12.76021 16.64273 -2.39 -1.04 0.55
O -1.43415 13.27480 16.99402 1.83 0.31 0.17
H 1.28801 13.23539 17.51703 0.10 0.06 -0.16
H 1.71689 13.17806 15.75351 -0.67 0.06 0.82
H 0.68919 11.94379 16.46814 -0.18 -0.84 0.07
H -0.18838 14.82130 16.43381 -0.11 0.34 0.40
H -0.43529 12.83738 14.27432 0.93 -1.08 -0.65
H -0.73091 14.52800 14.23295 0.19 1.21 -0.65
C 0.95298 18.48815 19.37650 2.20 1.28 -2.07
C 1.85969 18.34736 18.12095 -1.21 -0.57 -1.35
C 2.98425 17.35634 18.20661 1.14 1.05 0.45
O 2.90313 16.49936 17.12028 -1.00 -1.42 -2.10
C 1.69925 16.67969 16.43264 2.40 1.54 2.92
O 1.28192 16.03211 15.54931 -0.16 -0.87 -1.32
O 1.13749 17.74426 16.97127 -1.82 1.06 0.36
H 0.95906 17.55649 19.86370 -0.39 -1.08 0.85
H -0.00450 18.83895 19.05199 -0.64 0.14 0.15
H 1.49130 19.26371 19.94103 -0.52 -0.27 0.33
H 2.22182 19.29243 17.69835 -0.32 0.01 0.46
H 2.95172 16.77810 19.09334 0.07 -0.48 0.95
H 3.90480 17.91881 18.12046 0.54 -0.19 0.24
C 0.91066 18.36624 23.03955 0.05 0.29 0.21
C 0.46686 18.75215 24.42641 -0.62 2.27 -0.63
C -0.88121 19.54293 24.51056 -0.05 -0.89 -2.41
O -1.77558 18.71058 25.22977 1.01 -1.15 0.91
C -1.04823 17.66434 25.70150 -0.49 -1.42 1.32
O -1.44307 16.80669 26.46015 0.20 1.30 -1.21
O 0.23037 17.66287 25.23203 -1.13 -1.51 1.02
H 0.12027 17.90086 22.45896 -0.07 -0.08 0.00
H 1.73572 17.68669 23.16707 0.27 -0.36 -0.27
H 1.29395 19.23412 22.49707 -0.16 0.03 0.08
H 1.22797 19.33457 24.91415 0.59 0.35 0.12
H -1.30307 19.57483 23.49057 0.17 0.55 0.36
H -0.82973 20.50565 24.95651 0.12 0.75 0.43
C 0.52905 14.07343 23.92296 0.25 -1.67 1.08
C 1.74298 14.74152 23.41853 0.64 -0.35 -2.09
C 2.91896 13.86432 22.90837 -0.86 -0.15 -0.80
O 2.61690 13.68486 21.45819 0.52 0.74 1.09
C 1.92259 14.76135 21.06749 -0.61 -0.36 1.67
O 1.69824 15.05286 19.93400 -0.12 0.29 -0.21
O 1.42205 15.40891 22.17005 0.09 0.51 -1.39
H 0.82542 13.49182 24.82353 -0.32 0.39 -0.39
H 0.15706 13.35830 23.21706 -0.24 -0.56 -0.55
H -0.29706 14.71738 24.16671 -0.03 0.52 0.21
H 2.01801 15.50093 24.09468 0.80 0.89 0.73
H 2.94320 12.87793 23.27887 -0.21 -1.09 0.76
H 3.91805 14.26024 23.00718 0.05 0.64 0.00
```
Positions in Å, forces in eV/Å.

Properties
Largest force on an atom ... 4.1 eV Å⁻¹
LUMO energy ... 0.3 eV
Orbital gap ... 10.5 eV

Atom charges from the Mulliken analysis, given in e for atoms 1 to 2: -0.61 -0.07